(1)
Molecular formula: C8H11IN4O
Method: DFT, wB97M-V/def2-TZVPD

ORCA input file:
```
! wB97M-V def2-TZVPD RIJCOSX def2/J DEFGRID3
* xyz 0 1
C 0.397 -1.309 0.670
C -0.163 -0.615 2.585
C -0.378 0.885 -3.082
C -0.043 0.190 -1.873
C -0.375 0.716 -0.592
C -0.130 -0.669 4.086
C -1.046 2.009 -0.320
C 0.311 -1.995 -2.933
N 0.388 -1.656 1.900
N -0.433 0.384 1.793
N -0.124 -0.057 0.536
N -0.194 0.493 -4.342
O 0.616 -1.051 -1.852
I -0.894 1.635 -5.821
H 0.663 -1.893 -0.086
H -0.841 1.887 -2.949
H 0.062 -1.703 4.291
H 0.565 0.022 4.470
H -1.006 -0.476 4.502
H -1.846 2.260 -1.055
H -0.386 2.899 -0.345
H -1.418 2.224 0.695
H 1.178 -2.101 -3.632
H -0.421 -1.464 -3.476
H -0.037 -2.862 -2.456
*
```

energy relative to the best compared isomer or geometry (same formula, charge and spin): 0.0 kJ/mol
maximum force: 0.091 Eh/bohr
HOMO: -8.174 eV
frontier orbital gap: 7.6633 eV
E_LUMO: -0.51 eV

---

(2)
Molecular formula: C8H11MnO5PS6
Method: DFT, wB97M-V/def2-TZVPD

ORCA input file:
```
! wB97M-V def2-TZVPD RIJCOSX def2/J DEFGRID3
* xyz -1 3
Mn -1.110 -1.075 0.210
C 1.224 3.523 2.250
C 1.532 3.167 0.813
O 1.789 1.754 0.730
P 0.884 0.831 -0.207
S 1.321 -1.057 0.187
S -1.046 1.275 -0.288
O 1.412 1.221 -1.694
C 2.801 1.041 -2.000
C 2.913 0.375 -3.352
H 1.036 4.596 2.340
H 2.065 3.252 2.891
H 0.352 2.962 2.587
H 2.425 3.677 0.452
H 0.700 3.435 0.161
H 3.289 0.432 -1.237
H 3.279 2.023 -2.003
H 2.452 -0.613 -3.318
H 3.963 0.269 -3.634
H 2.401 0.969 -4.112
O -5.750 -5.931 -0.511
C -4.921 -5.062 -0.416
S -3.177 -5.366 -0.353
C -2.677 -3.690 -0.315
C -3.663 -2.748 -0.340
S -3.308 -1.077 -0.324
S -5.310 -3.332 -0.410
S -1.026 -3.253 -0.262
O -0.247 0.625 2.927
C -0.919 -0.385 3.047
O -1.378 -1.186 2.135
H -1.305 -0.653 4.048
*
```

maximum force: 0.016 Eh/bohr
HOMO (alpha / beta): -4.677 / -4.763 eV
frontier orbital gap (alpha / beta): 5.9945 / 7.5783 eV
E_LUMO (alpha / beta): 1.32 / 2.82 eV

---

(3)
Molecular formula: C8H11N
Method: DFT, wB97M-V/def2-TZVPD

ORCA input file:
```
! wB97M-V def2-TZVPD RIJCOSX def2/J DEFGRID3
* xyz 0 1
C -0.635 -2.440 0.457
C -2.644 0.651 0.578
C -0.221 -1.130 0.513
C -1.863 -0.074 -0.265
C 0.892 -0.450 0.651
C -1.605 -0.274 -1.725
C 0.900 1.131 0.588
C 2.170 -1.136 0.935
N -1.015 -3.508 0.213
H -3.298 1.401 0.349
H -2.409 0.501 1.609
H -2.405 -0.880 -2.125
H -0.710 -0.674 -1.763
H -1.592 0.656 -2.298
H 0.400 1.265 -0.337
H 0.394 1.534 1.429
H 1.928 1.331 0.730
H 2.502 -0.684 1.835
H 2.103 -2.187 0.918
H 2.976 -0.896 0.302
*
```

energy relative to the best compared isomer or geometry (same formula, charge and spin): 322.2 kJ/mol
maximum force: 0.104 Eh/bohr
HOMO: -9.306 eV
frontier orbital gap: 10.0503 eV
E_LUMO: 0.74 eV

---

(4)
Molecular formula: C8H11N
Method: DFT, wB97M-V/def2-TZVPD

ORCA input file:
```
! wB97M-V def2-TZVPD RIJCOSX def2/J DEFGRID3
* xyz 0 1
C -1.379 -1.220 -0.133
C -1.829 1.235 0.036
C -0.215 0.724 0.002
C -0.153 -0.621 -0.355
C 1.320 -0.906 -0.374
C 1.680 -0.325 0.911
C 1.116 1.044 0.185
C 1.687 0.389 -1.003
H -1.139 -1.774 0.887
H -1.844 -2.063 -0.679
H -3.275 -0.313 -0.625
H -1.942 1.690 1.129
H -2.335 1.838 -0.743
H 1.941 -1.798 -0.353
H 2.739 -0.453 1.478
H 0.940 -0.787 1.754
H 1.283 2.132 0.660
H 1.150 0.793 -1.790
H 2.687 0.654 -1.048
N -2.431 -0.243 0.058
*
```

energy relative to the best compared isomer or geometry (same formula, charge and spin): 550.1 kJ/mol
maximum force: 0.155 Eh/bohr
HOMO: -7.426 eV
frontier orbital gap: 8.4577 eV
E_LUMO: 1.03 eV